Record 1
19
Properties=species:S:1:pos:R:3:lowdin_charge:R:1 method="wB97M-V/def2-TZVPD" gap_ev="7.47 / 8.03" charge=+2
C -1.3894 0.8087 -1.0233 -0.090
C -3.4923 0.0157 0.1124 0.028
C -4.5626 -0.4187 0.7369 0.216
C -0.2808 -0.0398 -1.0777 0.111
C 2.2721 0.4927 1.4223 -0.093
N -2.5030 0.4524 -0.4022 0.187
N 1.8944 -0.2503 0.3240 -0.018
N 3.0018 -0.5981 -0.5609 0.124
H -1.5363 1.7579 -1.3437 0.110
H -4.8408 -1.2274 1.3369 0.098
H -5.5106 -0.0193 0.3875 0.124
H -0.4129 -1.0877 -0.6471 0.128
H 0.3655 0.4038 -1.7579 0.051
H 1.2949 0.8041 1.8386 0.114
H 2.7482 -0.2062 2.1254 0.132
H 2.8289 1.4131 1.1421 0.128
H 3.4707 0.0520 -1.3273 0.236
H 2.7779 -1.3737 -1.2614 0.194
H 3.8742 -0.9792 -0.0244 0.218

Record 2
20
Properties=species:S:1:pos:R:3:lowdin_charge:R:1 method="wB97M-V/def2-TZVPD" gap_ev=9.56
H 0.0863 -1.9267 -0.9926 0.049
N -0.5712 -1.3372 -1.4912 0.137
C -1.1923 -0.5099 -0.7770 -0.496
C -1.6443 -0.6388 0.6485 -0.033
O -1.6050 0.6346 -1.4522 -0.112
N -2.5884 1.4450 -0.8076 0.037
H -2.7117 -0.8515 0.6834 0.083
H -1.5042 0.3061 1.1699 0.064
H -1.0528 -1.4052 1.1426 0.082
H -3.5090 1.1467 -1.1277 0.089
H -2.4383 2.3781 -1.1885 0.090
C 1.5615 0.5306 2.3794 -0.005
C 1.7207 0.1659 1.1413 -0.207
N 1.8918 -0.5287 0.1551 0.017
C 2.5342 -0.2152 -1.0850 -0.111
H 2.2803 0.2608 3.1322 0.050
H 0.6721 1.0414 2.7008 0.040
H 3.0128 0.7694 -1.0869 0.082
H 3.2893 -0.9777 -1.2837 0.080
H 1.7682 -0.2879 -1.8610 0.066

Record 3
20
Properties=species:S:1:pos:R:3:lowdin_charge:R:1 method="wB97M-V/def2-TZVPD" gap_ev=8.65
C -0.1445 -1.8294 -0.3802 0.003
C 0.4733 1.7033 -0.4274 -0.024
C -0.6012 0.5172 -2.3842 -0.014
C 0.6593 -1.1575 0.6534 -0.398
C 0.2933 0.5467 -1.1853 -0.345
N -0.6268 0.3654 2.7666 -0.046
O -0.8622 0.2435 1.3659 -0.307
N 0.6798 -0.6386 -0.6822 0.037
N 1.4391 -1.4039 1.6124 0.134
H -1.4336 -0.0790 3.2056 0.066
H 0.1614 -0.2690 2.9572 0.032
H 2.1776 -0.7113 1.7191 0.065
H 0.2186 -2.7632 -0.7927 0.113
H -1.2193 -1.6865 -0.3672 0.114
H 1.3926 1.7769 0.1434 0.086
H 0.2250 2.6483 -0.8916 0.074
H -0.4638 -0.3959 -2.9614 0.087
H -1.6434 0.5633 -2.0572 0.100
H -0.4152 1.3802 -3.0220 0.085
H -0.3101 1.1896 0.7279 0.136

ΔE to the lowest compared entry with this formula, charge and spin? In order: 194.99 100.59 143.89 kcal/mol.